(1)
C5H13NO | ωB97M-V/def2-TZVPD

Each line ends with the Löwdin charge.
Geometry (Å):
C: -0.652028 0.319459 0.209978  -0.214
C: 0.252190 0.421340 -0.946958  -0.129
C: 1.158490 2.007150 1.512696  -0.250
C: -0.510925 -1.918511 -1.705603  -0.120
C: -0.377021 -0.652450 1.332492  -0.055
N: -0.793962 -0.500664 -1.566807  -0.132
O: -0.047211 1.924876 0.839709  -0.289
H: -1.144284 -0.101816 -2.430781  0.117
H: -1.686131 0.642696 0.133748  0.137
H: 1.227329 -0.047767 -0.804153  0.125
H: 0.248135 1.377266 -1.458331  0.126
H: 1.443456 3.059427 1.666320  0.075
H: 2.000828 1.530313 0.964600  0.069
H: 1.144361 1.528369 2.511375  0.065
H: -0.269947 -2.350583 -0.736449  0.063
H: 0.342362 -2.129111 -2.360764  0.077
H: -1.389685 -2.456204 -2.061459  0.082
H: 0.678034 -0.912414 1.397168  0.086
H: -0.965620 -1.563397 1.232561  0.078
H: -0.658375 -0.177979 2.270658  0.087

Cartesian forces (eV/Å) of the 3 atoms listed first:
2.5 4.4 3.3
-2.7 -2.3 -0.5
0.3 -0.6 0.1

The value obtained for the LUMO energy is 0.9 eV. The calculation puts the relative energy (zero: lowest compared OMol25 entry of this formula, charge and spin) at 389.22 kJ/mol. For the gap between HOMO and LUMO, the calculation gives 9.04 eV. The value obtained for the total energy is -8929.977 eV.

***

(2)
C36H30F3N4OP2PtS | ωB97M-V/def2-TZVPD

Each line ends with the Löwdin charge.
Geometry (Å):
Pt: 0.525866 0.514851 -1.092249  0.677
N: -0.955557 0.399022 1.741797  -0.354
P: -0.609566 -1.141182 1.059179  0.947
C: -1.259842 -2.109952 2.471230  -0.376
C: -0.358784 -2.765104 3.301627  -0.121
C: -0.800242 -3.359960 4.470505  -0.072
C: -2.137987 -3.281779 4.818962  -0.066
C: -3.038223 -2.621212 3.997467  -0.063
C: -2.604725 -2.041376 2.820426  -0.092
C: -1.942938 -1.317737 -0.179791  -0.397
C: -2.385999 -2.597102 -0.493716  -0.108
C: -3.317543 -2.782400 -1.499474  -0.074
C: -3.802345 -1.694364 -2.206918  -0.072
C: -3.366329 -0.415622 -1.897253  -0.068
C: -2.429924 -0.224899 -0.895150  -0.138
P: -0.000195 1.536087 0.921308  0.796
C: -0.901197 3.062290 1.318960  -0.325
C: -0.859006 3.543911 2.624213  -0.071
C: -1.654882 4.617656 2.978677  -0.058
C: -2.486070 5.208187 2.038520  -0.057
C: -2.516164 4.737020 0.736036  -0.059
C: -1.725477 3.661073 0.372446  -0.111
C: 1.529212 1.435768 1.885898  -0.359
C: 1.581121 1.022267 3.213958  -0.095
C: 2.807494 0.946965 3.851072  -0.064
C: 3.972031 1.261594 3.167044  -0.060
C: 3.923367 1.636262 1.832614  -0.063
C: 2.703045 1.716957 1.190886  -0.105
H: -1.909364 0.616217 2.018215  0.090
H: 0.692719 -2.784770 3.047362  0.097
H: -0.100143 -3.865240 5.117510  0.109
H: -2.478272 -3.724807 5.741256  0.110
H: -4.076457 -2.544827 4.283764  0.111
H: -3.304013 -1.529783 2.173100  0.109
H: -2.006065 -3.443830 0.063329  0.107
H: -3.672045 -3.776645 -1.723314  0.113
H: -4.529716 -1.844745 -2.988465  0.109
H: -3.763522 0.437815 -2.424516  0.111
H: -2.122086 0.786378 -0.640639  0.052
H: -0.202689 3.080652 3.347295  0.101
H: -1.621432 4.996808 3.988407  0.113
H: -3.108133 6.042851 2.320163  0.113
H: -3.149187 5.209780 0.000597  0.114
H: -1.735063 3.295410 -0.645390  0.044
H: 0.673851 0.746862 3.737093  0.104
H: 2.854735 0.644611 4.887372  0.111
H: 4.922680 1.204055 3.673987  0.111
H: 4.833185 1.864179 1.299191  0.111
H: 2.636535 2.000310 0.142568  0.084
F: 1.010940 4.827270 -4.441839  0.137
C: 2.234591 4.528833 -3.986027  -0.618
F: 3.110834 5.170904 -4.764451  0.153
F: 2.338432 5.075397 -2.761056  0.134
C: 2.488858 3.047547 -3.935389  -0.112
C: 3.553082 2.474468 -4.607745  0.026
C: 3.771263 1.106121 -4.480005  -0.029
C: 2.954593 0.380878 -3.630977  -0.119
N: 1.937151 0.926462 -2.981654  -0.080
C: 1.656343 2.230720 -3.145884  -0.691
S: 0.221528 2.758736 -2.370687  0.770
H: 4.197728 3.088650 -5.222449  0.132
H: 4.564615 0.618907 -5.020530  0.111
H: 3.103713 -0.680118 -3.482460  0.115
N: 0.851403 -4.732689 0.555524  0.198
C: 1.030977 -4.938548 -0.768878  -0.511
O: 1.429436 -5.974221 -1.240057  0.097
C: 0.638285 -3.758821 -1.617899  -0.112
C: -0.134667 -3.948390 -2.760298  0.030
C: -0.508029 -2.843824 -3.506486  -0.017
C: -0.134763 -1.582427 -3.074936  -0.126
N: 0.619565 -1.407124 -1.991212  -0.127
C: 1.031739 -2.467828 -1.298198  -0.138
H: 1.033933 -5.498891 1.183490  0.125
H: 0.483535 -3.879226 0.941851  0.051
H: -0.427892 -4.946461 -3.044263  0.135
H: -1.089653 -2.961032 -4.405017  0.120
H: -0.418406 -0.689408 -3.624262  0.120
H: 1.726204 -2.284385 -0.485361  0.112

Cartesian forces (eV/Å) of the 3 atoms listed first:
-0.2 5.0 0.9
0.2 0.2 -0.5
-0.8 0.0 0.6

The value obtained for the LUMO energy (spin up / spin down) is -4.6 / -4.6 eV. The calculation puts the relative energy (zero: lowest compared OMol25 entry of this formula, charge and spin) at 80.74 kJ/mol. Its total charge is +1. For the gap between HOMO and LUMO (spin up / spin down), the calculation gives 6.15 / 6.15 eV. The value obtained for the total energy is -86635.194 eV.

***

(3)
C3H7N3S2 | ωB97M-V/def2-TZVPD

Each line ends with the Löwdin charge.
Geometry (Å):
C: -0.626325 -0.982955 -0.017610  -0.605
C: 0.515320 1.157374 0.479872  -0.351
C: 1.894725 0.638383 0.582381  -0.697
H: -1.364145 -1.387407 -1.871777  0.057
H: -1.396855 -2.635179 -0.790688  0.101
H: 0.472296 -0.944067 1.546069  0.028
H: -2.275588 1.407692 -1.029942  -0.125
H: 0.031255 1.213829 1.460217  0.121
H: 0.575331 2.164726 0.081702  0.100
H: 2.299774 0.131203 -0.329587  0.084
N: -1.454502 -1.626742 -0.890972  0.093
N: -0.106438 -1.583366 0.968987  0.134
N: -0.321974 0.349382 -0.392565  -0.487
S: -1.104063 1.190726 -1.627856  0.832
S: 2.861189 0.906399 1.831771  0.715

Cartesian forces (eV/Å) of the 3 atoms listed first:
1.0 0.8 -0.7
-0.9 -0.6 0.4
1.3 -0.2 -0.6

The value obtained for the LUMO energy is -0.4 eV. The calculation puts the relative energy (zero: lowest compared OMol25 entry of this formula, charge and spin) at 142.89 kJ/mol. For the gap between HOMO and LUMO, the calculation gives 8.58 eV. The value obtained for the total energy is -29364.146 eV.

***

(4)
C27H61N3O5 | ωB97M-V/def2-TZVPD

Each line ends with the Löwdin charge.
Geometry (Å):
C: -3.033345 2.891152 4.365898  -0.023
C: -2.763046 1.743627 3.347226  -0.473
C: -1.274768 1.777927 2.945455  -0.181
C: -0.351899 1.171126 3.893431  -0.210
C: -0.796195 -0.231610 4.197332  -0.129
C: -2.188892 -0.391574 4.838800  -0.467
N: -3.166040 0.397805 3.921988  -0.078
O: -4.529845 0.308637 4.325598  -0.025
C: -2.609617 -1.882176 4.900717  -0.036
C: -2.145161 0.099087 6.252989  -0.054
C: -3.528712 1.980952 2.069290  -0.054
H: -2.325930 2.881813 5.195108  0.064
H: -4.024288 2.826026 4.815205  0.078
H: -3.052915 3.860044 3.866940  0.081
H: -1.110522 1.385136 1.942038  0.108
H: -0.876726 2.792092 2.911983  0.122
H: -0.418047 1.848676 4.744690  0.111
H: 0.665009 1.232060 3.505764  0.120
H: -0.100269 -0.401580 5.018858  0.115
H: -0.488694 -0.970693 3.457549  0.113
H: -1.794320 -2.584196 5.075518  0.082
H: -3.329927 -2.136793 5.678154  0.077
H: -3.076598 -2.124287 3.946040  0.078
H: -3.161239 0.069482 6.646435  0.086
H: -1.545590 -0.563086 6.877621  0.093
H: -1.855026 1.140098 6.395189  0.071
H: -3.405096 1.132636 1.396089  0.075
H: -3.164750 2.863935 1.543959  0.088
H: -4.601885 2.134196 2.182913  0.083
H: -4.991659 -0.213193 3.665282  0.095
C: 1.132529 -3.115411 -2.326649  -0.013
C: 0.565507 -3.080624 -3.749339  -0.509
C: 0.671773 -4.504677 -4.286784  -0.148
C: -0.365307 -5.484345 -3.691020  -0.193
C: -1.734322 -4.866495 -3.820231  -0.156
C: -1.912424 -3.415277 -3.284230  -0.474
N: -0.808820 -2.596070 -3.766605  -0.108
O: -0.899198 -1.287037 -3.323813  -0.007
C: -3.258416 -2.953166 -3.871556  -0.040
C: -2.075803 -3.522780 -1.730870  -0.020
C: 1.443991 -2.288294 -4.749312  -0.014
H: 0.465814 -3.603587 -1.615819  0.066
H: 1.170152 -2.105715 -1.917765  0.061
H: 2.137609 -3.534790 -2.281523  0.096
H: 0.538436 -4.545230 -5.367839  0.117
H: 1.583609 -5.070272 -4.095067  0.120
H: -0.156769 -5.860541 -2.689472  0.105
H: -0.425053 -6.398551 -4.281580  0.110
H: -2.510929 -5.597790 -3.596188  0.125
H: -1.783483 -4.762148 -4.904117  0.114
H: -3.999326 -3.661353 -3.500585  0.075
H: -3.591573 -1.944815 -3.625941  0.083
H: -3.351968 -3.074089 -4.950780  0.082
H: -1.788225 -2.598807 -1.229201  0.058
H: -3.131860 -3.729950 -1.557846  0.078
H: -1.493213 -4.272892 -1.196067  0.071
H: 2.432204 -2.746439 -4.790044  0.087
H: 1.619268 -1.241588 -4.500743  0.065
H: 0.811347 -2.415273 -5.627791  0.090
H: -0.600504 -1.238043 -2.412773  0.026
C: 4.044319 1.885050 1.533176  -0.038
C: 3.446285 2.867122 0.493440  -0.468
C: 4.610661 3.701948 -0.158539  -0.125
C: 4.175752 4.449063 -1.420997  -0.177
C: 3.613482 3.443209 -2.474358  -0.127
C: 2.431514 2.590078 -1.902774  -0.431
N: 2.760521 2.067487 -0.542524  -0.128
O: 1.798439 1.198274 0.001775  -0.033
C: 1.111251 3.469026 -1.707528  -0.017
C: 2.176599 1.419236 -2.898259  -0.020
C: 2.462040 3.834108 1.277621  -0.021
H: 3.200895 1.354319 1.974855  0.070
H: 4.789623 2.294886 2.214836  0.088
H: 4.502345 1.089559 0.945393  0.081
H: 4.896911 4.470639 0.559299  0.113
H: 5.510837 3.115225 -0.341652  0.118
H: 4.972888 5.040322 -1.871676  0.107
H: 3.363945 5.156340 -1.251222  0.097
H: 4.380358 2.802930 -2.910299  0.113
H: 3.244982 4.092848 -3.268247  0.113
H: 0.731553 3.919705 -2.624478  0.079
H: 0.349931 2.731873 -1.452361  0.058
H: 1.065062 4.269580 -0.969230  0.063
H: 1.099119 1.280415 -2.986898  0.072
H: 2.581978 1.675919 -3.876975  0.080
H: 2.588543 0.465010 -2.569854  0.078
H: 2.435688 4.736780 0.667211  0.058
H: 2.970236 4.096954 2.205385  0.076
H: 1.509056 3.377320 1.544564  0.070
H: 2.308556 0.397044 -0.137576  0.098
O: -0.712070 -0.209353 -0.779035  -0.039
H: -0.265454 0.587646 -0.493430  0.028
H: -1.582358 -0.151171 -0.384767  0.068
O: 0.914023 -1.591821 1.016080  -0.054
H: 0.553021 -1.116162 0.267979  -0.036
H: 0.320412 -2.332677 1.138551  0.034

Cartesian forces (eV/Å) of the 3 atoms listed first:
-0.5 -0.2 -0.2
-0.4 0.2 1.4
-0.2 0.9 -1.2

The value obtained for the LUMO energy is 0.4 eV. The calculation puts the relative energy (zero: lowest compared OMol25 entry of this formula, charge and spin) at 180.34 kJ/mol. For the gap between HOMO and LUMO, the calculation gives 8.60 eV. The value obtained for the total energy is -43691.143 eV.

***

(5)
C5H8O | ωB97M-V/def2-TZVPD

Each line ends with the Löwdin charge.
Geometry (Å):
C: 1.512935 -0.791399 0.584781  -0.033
C: 0.436641 -0.647311 -0.481044  -0.323
O: -0.843098 -1.187142 -0.049375  -0.056
C: -1.484373 0.037702 -0.378922  -0.256
C: -0.969273 1.145481 0.475037  -0.056
C: -0.202275 0.714775 -0.752871  -0.149
H: 1.258243 -1.636376 1.231698  0.085
H: 1.573936 0.104798 1.210910  0.076
H: 2.499311 -0.979779 0.150264  0.075
H: 0.727104 -1.143657 -1.415584  0.145
H: -2.459845 -0.006624 -0.852841  0.145
H: -1.480485 2.100651 0.386582  0.107
H: -0.595324 0.908867 1.469636  0.108
H: 0.026503 1.380014 -1.578272  0.131

Cartesian forces (eV/Å) of the 3 atoms listed first:
0.0 0.0 0.0
0.3 0.0 0.0
-0.1 -0.1 0.1

The value obtained for the LUMO energy is 1.2 eV. The calculation puts the relative energy (zero: lowest compared OMol25 entry of this formula, charge and spin) at 220.42 kJ/mol. For the gap between HOMO and LUMO, the calculation gives 10.41 eV. The value obtained for the total energy is -7359.971 eV.

***

What is the formula in the second record? C36H30F3N4OP2PtS